{"formula": "C16H82N2O27S2Si", "method": "ωB97M-V/def2-TZVPD", "gap_ev": 8.3333, "total_energy_ev": -105735.7980, "charge": 0, "multiplicity": 1, "molar_mass_g_mol": 827.0, "homo_energy_ev": -9.115, "elements": ["C", "C", "C", "C", "C", "Si", "O", "C", "C", "C", "S", "C", "S", "N", "C", "C", "N", "C", "C", "C", "C", "C", "H", "H", "H", "H", "H", "H", "H", "H", "H", "H", "H", "H", "H", "H", "H", "H", "H", "H", "H", "H", "H", "H", "H", "H", "H", "H", "H", "H", "H", "H", "O", "H", "H", "O", "H", "H", "O", "H", "H", "O", "H", "H", "O", "H", "H", "O", "H", "H", "O", "H", "H", "O", "H", "H", "O", "H", "H", "O", "H", "H", "O", "H", "H", "O", "H", "H", "O", "H", "H", "O", "H", "H", "O", "H", "H", "O", "H", "H", "O", "H", "H", "O", "H", "H", "O", "H", "H", "O", "H", "H", "O", "H", "H", "O", "H", "H", "O", "H", "H", "O", "H", "H", "O", "H", "H", "O", "H", "H"], "coordinates": [[-7.6420, 1.7759, -1.1069], [-6.4405, 0.9561, -0.6345], [-5.1605, 1.2312, -1.4604], [-4.1941, 2.1303, -0.7084], [-2.7809, 2.2180, -1.3206], [-1.8348, 0.5678, -1.3564], [-2.2879, -0.4907, -0.1309], [0.0256, 0.8954, -1.2364], [0.7672, -0.0407, -0.2716], [0.4699, 0.3175, 1.2067], [1.9487, 0.6019, 2.1955], [2.8512, -0.8201, 2.4763], [4.3318, -0.6117, 3.1447], [2.4156, -2.1312, 2.1666], [1.9662, -2.6793, 0.9836], [1.7620, -4.0066, 1.2665], [2.0278, -4.2733, 2.5860], [2.4152, -3.1252, 3.1003], [-2.2094, -0.1738, -3.0649], [-2.1810, -1.7081, -3.1426], [-2.7649, -2.1282, -4.5092], [-0.7221, -2.1852, -3.1197], [-7.4455, 2.8297, -0.9219], [-8.5245, 1.5034, -0.5368], [-7.8165, 1.6193, -2.1651], [-6.2367, 1.1917, 0.4092], [-6.6902, -0.1042, -0.6929], [-5.4402, 1.6908, -2.4065], [-4.7195, 0.2601, -1.6960], [-4.6289, 3.1316, -0.7395], [-4.1187, 1.8806, 0.3481], [-2.8596, 2.5205, -2.3661], [-2.1501, 2.9302, -0.7911], [-3.0788, -0.9847, -0.3628], [0.3812, 0.7715, -2.2551], [0.1419, 1.9413, -0.9651], [1.8355, 0.0765, -0.4270], [0.4205, -1.0595, -0.4044], [-0.0023, 1.2973, 1.2287], [-0.2369, -0.3709, 1.6615], [1.8693, -2.1264, 0.0762], [1.4510, -4.7713, 0.5780], [2.7136, -3.0183, 4.1263], [-3.2301, 0.1477, -3.2881], [-1.5484, 0.2853, -3.7988], [-2.7698, -2.1736, -2.3516], [-3.8388, -1.9660, -4.5414], [-2.2906, -1.4894, -5.2491], [-2.4813, -3.1580, -4.7209], [-0.7184, -3.2674, -3.2274], [-0.2187, -1.7297, -3.9697], [-0.2250, -1.9193, -2.1888], [1.6213, 1.7561, -3.8008], [2.1589, 2.5432, -3.9276], [2.2658, 1.0609, -3.6243], [5.6282, 2.0343, 0.5647], [5.2486, 1.6476, 1.3632], [6.1349, 1.3102, 0.1733], [7.8417, 2.7930, 2.7499], [7.0199, 2.9355, 2.2662], [7.9628, 3.6034, 3.2584], [3.3916, -0.9198, -4.5204], [2.5614, -1.1121, -4.9692], [3.9869, -1.6282, -4.7842], [5.6327, -3.2973, 5.2436], [4.8321, -3.8242, 5.1573], [5.5151, -2.5560, 4.6364], [-0.7861, -2.5001, 2.5498], [-1.2762, -2.4528, 3.3833], [0.0186, -2.9705, 2.7871], [5.2194, -2.3884, 7.9412], [5.0506, -1.4402, 7.9327], [5.5413, -2.5704, 7.0441], [-1.8681, 2.6130, 1.8022], [-2.4696, 3.0968, 2.3767], [-2.3691, 1.8257, 1.5531], [-10.1431, 3.0997, -2.1921], [-10.9565, 2.6654, -2.4645], [-10.0074, 3.7891, -2.8513], [-2.7839, -2.3746, 4.7418], [-3.3281, -1.9581, 5.4221], [-3.3345, -3.0829, 4.3958], [4.5619, 2.6401, -3.3813], [5.1026, 3.4350, -3.4320], [5.1915, 1.9199, -3.2658], [4.1071, -2.7089, -1.6240], [3.2368, -2.5094, -1.9857], [3.9714, -2.7369, -0.6701], [-8.6834, 3.5476, -4.6710], [-8.1684, 4.3643, -4.6898], [-8.0522, 2.8662, -4.4205], [-4.4248, -2.1166, 7.2299], [-3.9677, -2.7199, 7.8248], [-4.4990, -1.2951, 7.7259], [7.9313, -0.1378, 0.7023], [7.4859, -0.0546, 1.5527], [8.7971, -0.4875, 0.9316], [-4.4891, -0.2957, 2.0337], [-3.9852, -0.3900, 1.2154], [-5.3986, -0.1707, 1.7430], [1.5395, -7.3798, 2.4433], [1.5037, -6.4173, 2.5325], [1.9011, -7.5315, 1.5659], [6.4229, 0.4470, 7.3209], [7.1603, 0.5290, 7.9384], [6.7367, 0.8626, 6.5126], [-0.7334, -5.5495, -4.5509], [-1.2635, -5.8654, -3.8123], [-0.2125, -6.3147, -4.8138], [2.8094, 2.0944, -0.9825], [3.4512, 2.1018, -0.2604], [3.3117, 2.4475, -1.7288], [5.7846, -5.2871, -2.4926], [6.4932, -5.1366, -1.8608], [5.0648, -4.7271, -2.1751], [8.8777, 1.1030, 9.1844], [9.2891, 1.9630, 9.0551], [9.6117, 0.4813, 9.2140], [-4.4089, 4.9341, -2.5120], [-3.7934, 4.9726, -1.7725], [-3.9043, 5.2666, -3.2604], [-9.1877, 6.6291, -5.0852], [-9.9987, 6.1904, -5.3620], [-9.0652, 7.3352, -5.7267], [-2.4898, 0.1662, -7.0088], [-2.5550, 1.1242, -7.0704], [-2.0750, -0.0979, -7.8360], [7.5083, 5.8267, 3.5200], [6.6478, 6.2527, 3.4605], [8.1399, 6.5515, 3.4918]]}

{"formula": "C16H8Cl2N4O2", "method": "ωB97M-V/def2-TZVPD", "gap_ev": 5.8461, "total_energy_ev": -51819.9594, "charge": 0, "multiplicity": 1, "molar_mass_g_mol": 359.2, "e_above_lowest_kj_mol": 35.70, "homo_energy_ev": -8.768, "smiles": "N#CC1=C(C#N)C(=O)C(Cl)=C(Cl)C1=O.Cn1cnc2ccccc21", "elements": ["N", "C", "C", "C", "C", "N", "C", "O", "C", "Cl", "C", "Cl", "C", "O", "C", "N", "C", "N", "C", "C", "C", "C", "C", "C", "H", "H", "H", "H", "H", "H", "H", "H"], "coordinates": [[4.7914, 0.6261, -0.1225], [3.7390, 1.1058, 0.0604], [2.4685, 1.7080, 0.2814], [1.8063, 1.5359, 1.4660], [2.4185, 0.8540, 2.5431], [2.9505, 0.3305, 3.4474], [0.6182, 2.3500, 1.8048], [0.1873, 2.3687, 2.9550], [0.0526, 3.1747, 0.6974], [-1.3571, 4.0497, 1.0628], [0.6548, 3.2495, -0.5251], [0.0096, 4.1640, -1.8039], [1.9413, 2.5486, -0.8088], [2.5467, 2.6476, -1.8721], [1.3718, -4.5699, 3.0480], [1.0533, -3.3956, 2.2437], [1.5427, -2.1278, 2.4295], [1.0616, -1.2680, 1.5190], [0.2173, -1.9967, 0.7033], [-0.5570, -1.6236, -0.3952], [-1.3328, -2.6037, -1.0314], [-1.3391, -3.9379, -0.5848], [-0.5641, -4.3328, 0.5237], [0.1954, -3.3505, 1.1410], [0.8280, -5.4302, 2.6442], [2.4536, -4.7684, 3.0200], [1.0800, -4.4053, 4.0960], [2.2342, -1.9225, 3.2397], [-0.5182, -0.5806, -0.7037], [-1.9470, -2.3334, -1.8917], [-1.9536, -4.6755, -1.1054], [-0.5392, -5.3550, 0.9052]]}

Question: Which value of multiplicity does entry 2 give?
Answer: 1

Question: What is the formula in the first record?
Answer: C16H82N2O27S2Si

Question: Which value of charge does entry 1 give?
Answer: 0